Computed, not measured: one molecule with the formula C3H4N2O2S, with wB97M-V/def2-TZVPD.

energy relative to the best compared isomer or geometry (same formula, charge and spin) = 55.2 kcal/mol
SMILES = [H]/N=c1/[nH]c(S)c(O)o1
E_HOMO = -0.280 Ha
total energy = -21084.4400 eV

Each line ends with the Löwdin charge.
Positions of all 12 atoms, in Å:
H 3.32126 -0.23146 -0.10431  0.0697
N 2.53282 -0.90848 -0.10652  0.1353
C 1.37241 -0.44730 -0.02139  -0.5329
N 0.21683 -1.22375 -0.00669  0.0580
C -0.88498 -0.45334 0.12828  -0.6503
S -2.54999 -0.95198 -0.10819  0.8577
C -0.48463 0.79891 0.11315  -0.3948
O -1.12411 1.93204 0.02307  0.1068
O 0.94505 0.82958 -0.10050  0.1113
H 0.21866 -2.23884 0.58165  0.2465
H -3.02754 0.23104 -0.09383  -0.1704
H -0.53577 2.66358 -0.30471  0.1630